(1)
3 unconnected molecules or ions with the total composition C27H54ClFN2O16P3S. Source: OMol25; level of theory: ωB97M-V with the def2-TZVPD basis set.

Each line ends with the Löwdin charge.
Element x y z (Å)
C1 -0.115 4.046 0.334  0.15
C2 -0.704 2.856 0.316  -0.06
C3 -1.832 1.700 0.216  -0.03
C4 -2.324 0.904 -1.038  -0.06
C5 -1.584 1.230 -2.443  -0.10
C6 -0.767 -0.148 -2.824  -0.23
C7 0.829 0.023 -2.751  -0.51
Cl1 1.409 0.660 -1.095  0.50
N1 -3.398 -0.036 -0.718  -0.08
S1 -4.152 -1.039 -1.912  0.89
O1 -3.367 -2.323 -2.085  -0.25
O2 -4.161 -0.359 -3.276  -0.25
F1 -5.778 -1.319 -1.502  -0.15
C8 -3.616 0.112 0.725  -0.11
P1 -4.940 -0.885 1.644  0.71
O3 -6.371 -0.315 1.437  -0.28
O4 -4.845 -2.499 1.008  -0.17
O5 -4.609 -1.054 3.330  -0.15
N2 -2.690 1.093 1.260  0.02
C9 -2.519 1.535 2.687  -0.11
O6 -2.078 0.408 3.490  -0.15
C10 -0.741 -0.034 3.138  -0.13
C11 -0.804 -1.660 3.048  -0.18
O7 0.424 -2.255 2.566  -0.17
C12 0.183 -3.533 1.905  -0.16
C13 -0.605 -4.608 2.808  -0.19
O8 -0.852 -5.874 2.088  -0.19
C14 -2.021 -6.494 2.727  -0.25
C15 -3.427 -6.050 2.064  -0.09
H1 0.161 5.171 0.312  0.10
H2 -0.825 2.099 -2.293  0.12
H3 -2.353 1.451 -3.263  0.12
H4 -1.118 -0.552 -3.837  0.13
H5 -1.039 -0.965 -2.039  0.10
H6 1.291 -1.039 -2.839  0.10
H7 1.284 0.658 -3.588  0.09
H8 -3.899 -2.542 0.678  0.06
H9 -3.863 -1.722 3.344  0.08
H10 -1.882 2.480 2.812  0.16
H11 -3.583 1.811 3.068  0.17
H12 0.051 0.269 3.922  0.16
H13 -0.356 0.348 2.124  0.12
H14 -1.022 -2.023 4.126  0.15
H15 -1.657 -2.013 2.340  0.11
H16 1.228 -3.997 1.687  0.15
H17 -0.326 -3.371 0.889  0.13
H18 -1.634 -4.262 3.186  0.10
H19 0.000 -4.904 3.761  0.15
H20 -2.046 -6.276 3.872  0.13
H21 -1.950 -7.649 2.615  0.13
H22 -3.753 -6.693 1.170  0.08
H23 -3.412 -4.947 1.697  0.06
H24 -4.230 -6.083 2.898  0.09
O9 2.272 -1.034 -6.547  -0.28
P2 2.666 -0.941 -8.028  0.73
O10 1.314 -1.743 -8.593  -0.24
C16 0.018 -1.430 -8.094  -0.30
C17 -0.595 -0.237 -8.800  -0.08
O11 3.704 -2.231 -8.036  -0.22
C18 4.214 -2.783 -6.832  -0.30
C19 3.303 -3.879 -6.308  -0.08
O12 3.162 -0.750 -9.654  -0.20
C20 2.338 -0.229 -10.678  -0.29
C21 2.251 1.280 -10.615  -0.08
H25 0.025 -1.259 -7.015  0.09
H26 -0.610 -2.309 -8.267  0.12
H27 0.028 0.653 -8.684  0.06
H28 -1.588 -0.017 -8.396  0.08
H29 -0.706 -0.428 -9.871  0.08
H30 4.385 -2.004 -6.085  0.10
H31 5.193 -3.214 -7.061  0.12
H32 2.271 -3.537 -6.198  0.07
H33 3.654 -4.242 -5.338  0.08
H34 3.278 -4.720 -7.007  0.08
H35 1.355 -0.696 -10.683  0.10
H36 2.802 -0.514 -11.628  0.13
H37 1.933 1.621 -9.626  0.06
H38 1.550 1.653 -11.365  0.09
H39 3.231 1.725 -10.807  0.08
O13 3.118 5.147 5.922  -0.25
P3 1.794 4.382 6.045  0.74
O14 2.336 3.451 7.321  -0.25
C22 3.036 4.044 8.411  -0.29
C23 2.095 4.626 9.447  -0.08
O15 2.098 3.278 4.839  -0.24
C24 3.099 3.501 3.862  -0.31
C25 4.440 2.958 4.320  -0.07
O16 0.304 3.549 6.184  -0.23
C26 -0.411 3.402 7.395  -0.30
C27 -1.175 4.657 7.752  -0.08
H40 3.740 4.809 8.078  0.10
H41 3.631 3.252 8.874  0.12
H42 1.453 5.394 9.010  0.06
H43 2.658 5.076 10.271  0.08
H44 1.447 3.853 9.870  0.08
H45 3.159 4.560 3.600  0.10
H46 2.792 2.972 2.954  0.11
H47 4.729 3.348 5.299  0.07
H48 5.224 3.209 3.601  0.08
H49 4.396 1.869 4.421  0.08
H50 0.233 3.070 8.207  0.10
H51 -1.128 2.588 7.239  0.13
H52 -0.519 5.532 7.772  0.07
H53 -1.656 4.548 8.727  0.09
H54 -1.950 4.856 7.006  0.08

Values from the calculation:
HOMO level   -11.775 eV
LUMO   -5.4 eV
Charge   +1

***

(2)
2 unconnected molecules or ions with the total composition C7H15N3O2. Source: OMol25; level of theory: ωB97M-V with the def2-TZVPD basis set.

Each line ends with the Löwdin charge.
Element x y z (Å)
C1 -3.108 -1.345 -0.028  -0.08
C2 -2.877 0.123 -0.126  -0.21
C3 -0.977 2.647 0.932  -0.22
C4 -0.745 4.119 0.832  -0.07
C5 2.496 -3.071 -1.661  -0.11
C6 2.661 -1.378 -0.052  -0.15
C7 1.924 -0.241 0.621  -0.52
H1 -4.112 -1.544 0.327  0.07
H2 -3.013 -1.818 -1.016  0.08
H3 -2.384 -1.796 0.662  0.08
H4 -3.541 0.714 -0.788  0.12
H5 -0.327 2.065 1.592  0.11
H6 -0.841 4.595 1.819  0.08
H7 0.270 4.318 0.470  0.08
H8 -1.476 4.565 0.147  0.08
H9 2.791 -3.855 -0.948  0.09
H10 3.394 -2.714 -2.206  0.09
H11 1.793 -3.504 -2.391  0.09
H12 3.578 -0.970 -0.512  0.14
H13 2.976 -2.098 0.725  0.14
H14 0.276 -0.647 -0.525  0.11
H15 0.109 0.698 0.632  0.04
N1 -1.950 0.692 0.525  -0.04
N2 -1.910 2.080 0.280  0.01
N3 0.662 -0.039 0.202  0.18
O1 1.844 -2.006 -1.014  -0.21
O2 2.486 0.410 1.502  0.02

Values from the calculation:
SMILES string   C/C=N/N=C/C.COCC(N)=O
Energy above the lowest of the compared OMol25 structures with the same formula, charge and spin   23.2 kcal/mol
HOMO level   -9.321 eV
LUMO   0.8 eV
Charge   0

***

For reference, maximum force by record: 0.184 0.020 hartree/bohr.
For reference, frontier orbital gap by record: 0.234 0.373 hartree.
For reference, total energy by record: -4356.1567 -590.4181 Eh.